Formula: C30H30F4N7O4Rh
Source: the Open Molecules 2025 dataset
Level of theory: wB97M-V/def2-TZVPD

## Properties
Charge ... 0
F_max ... 0.40 eV/Å
Energy relative to the best compared isomer or geometry (same formula, charge and spin) ... 0.0 kJ/mol
HOMO energy (alpha / beta) ... -4.6 / -7.8 eV
2S+1 ... 5

Each line ends with the Löwdin charge.
Positions of all 76 atoms, in Å:
Rh  -2.66932  0.16376  0.33561  1.35
F  3.28663  0.12275  -3.04826  0.04
C  3.09924  0.23591  -1.70110  -0.22
C  1.81177  0.24822  -1.22314  0.06
C  1.58898  0.30559  0.18059  -0.07
C  0.27598  0.27517  0.69764  -0.27
O  -0.69527  0.18630  -0.16261  -0.18
C  0.11298  0.29592  2.12808  -0.04
C  1.21851  0.35751  2.90713  0.02
N  2.49052  0.44123  2.41192  0.00
C  3.60638  0.48497  3.30931  -0.28
C  3.50913  1.31057  4.55008  -0.09
C  4.39842  1.75549  3.42348  -0.10
C  2.72347  0.37487  1.03904  -0.13
C  4.00363  0.38695  0.52110  0.02
C  4.20883  0.31531  -0.88609  -0.20
N  5.55425  0.31315  -1.36326  -0.15
C  5.88549  0.87374  -2.65511  -0.14
C  7.41722  1.13356  -2.65670  -0.07
N  7.85446  1.06570  -1.22411  0.03
C  7.79517  -0.35258  -0.73455  -0.08
C  6.37491  -0.85450  -1.08868  -0.12
C  -1.18330  0.27106  2.88925  -0.55
O  -1.19838  -0.05108  4.06091  0.07
O  -2.28030  0.66074  2.26893  -0.13
H  0.97130  0.18612  -1.89633  0.12
H  1.11751  0.33302  3.98101  0.14
H  4.16104  -0.44718  3.37361  0.15
H  3.96305  0.91337  5.44646  0.10
H  2.59946  1.87000  4.71416  0.11
H  5.47162  1.68533  3.54387  0.09
H  4.05428  2.58765  2.82424  0.11
H  4.85917  0.48465  1.17554  0.09
H  5.33335  1.80145  -2.79096  0.14
H  5.64457  0.21071  -3.49164  0.13
H  7.67988  2.10982  -3.05596  0.13
H  7.97014  0.36718  -3.19554  0.13
H  7.08065  1.51634  -0.70545  0.18
H  8.74623  1.51710  -1.04372  0.18
H  7.97769  -0.32748  0.33828  0.13
H  8.58375  -0.91680  -1.22702  0.13
H  5.95131  -1.41468  -0.26003  0.13
H  6.42385  -1.52274  -1.95896  0.13
F  -1.73565  2.81108  0.13113  0.08
C  -2.69854  2.06995  -0.44518  -0.62
F  -3.83415  2.79135  -0.32066  0.08
F  -2.41412  2.02119  -1.77229  0.06
O  -2.39805  -1.84827  0.14664  -0.25
N  -3.40510  -2.66407  -0.03865  0.01
C  -3.05631  -3.90587  -0.14197  -0.30
C  -4.10772  -4.86707  -0.35456  -0.18
N  -4.93783  -5.64111  -0.53102  0.15
C  -1.68710  -4.35449  -0.06133  -0.17
N  -0.59920  -4.71449  0.01144  0.17
C  -7.60620  -0.17985  -2.59112  -0.11
N  -6.16321  -0.15582  -2.70168  -0.26
C  -5.56749  -1.47887  -2.65222  -0.09
C  -5.50326  0.81431  -1.84551  -0.17
C  -5.64345  0.55527  -0.35512  -0.21
C  -6.81375  0.91917  0.29747  -0.04
C  -7.06470  0.51580  1.60422  -0.05
C  -6.15586  -0.28168  2.29193  -0.07
C  -4.96728  -0.63101  1.68247  -0.09
C  -4.65745  -0.07836  0.42605  -0.18
H  -8.01610  -0.78334  -3.40170  0.08
H  -7.99829  0.83450  -2.69499  0.08
H  -7.98202  -0.59257  -1.64177  0.08
H  -6.20098  -2.17996  -3.19524  0.08
H  -5.44500  -1.86648  -1.63476  0.07
H  -4.58389  -1.46862  -3.12916  0.09
H  -5.92565  1.79735  -2.06788  0.13
H  -4.44992  0.83736  -2.11697  0.10
H  -7.55311  1.50511  -0.23642  0.11
H  -7.99804  0.79464  2.07740  0.11
H  -6.37087  -0.62271  3.29573  0.11
H  -4.23798  -1.22662  2.21471  0.10

Forces on atoms 1 to 6 (eV/Å):
-0.3 0.2 0.1
0.0 0.0 0.0
-0.1 -0.1 0.0
0.0 0.0 0.0
0.1 0.0 0.0
-0.2 -0.1 -0.1